Record 1
Molecular formula: H6O3
Method: DFT, the ωB97M-V functional and the def2-TZVPD basis

CARTESIAN COORDINATES (ANGSTROEM)
O  -20.350  10.678  -21.479
H  -19.422  10.454  -21.545
H  -20.684  10.110  -20.784
O  -22.193  11.383  -21.936
H  -22.065  11.736  -22.816
H  -21.379  10.918  -21.743
O  -23.722  10.269  -22.097
H  -22.830  10.537  -21.874
H  -24.272  10.696  -21.440

Force components x, y, z for each atom (eV/Å):
O 8.065 -2.986 2.813
H 0.546 -0.100 -0.326
H 0.302 -0.567 0.859
O 4.175 10.050 -0.449
H -0.391 0.082 -0.151
H -1.671 1.752 -1.849
O -9.307 -6.282 -0.967
H -1.399 -1.825 0.095
H -0.319 -0.125 -0.025

## Properties
- Energy above the lowest of the compared OMol25 structures with the same formula, charge and spin: 578.0 kJ/mol
- Total charge: 0
- Largest force on an atom: 11.3 eV Å⁻¹
- Frontier orbital gap: 8.0 eV

Computed Mulliken charges, given in elementary charges: -0.54, 0.33, 0.33, -0.69, 0.32, 0.45, -0.82, 0.37, 0.24

Record 2
Molecular formula: C6H9N
Method: DFT, the ωB97M-V functional and the def2-TZVPD basis

CARTESIAN COORDINATES (ANGSTROEM)
C  -1.553  1.051  -0.344
C  -1.169  -0.105  0.553
N  -0.536  1.300  -1.358
C  0.513  1.846  -0.913
C  -0.045  -0.791  0.481
C  0.834  -1.761  1.146
C  1.152  -1.240  -0.249
H  -1.677  1.929  0.312
H  -2.521  0.891  -0.832
H  -1.853  -0.305  1.379
H  0.626  2.162  0.134
H  1.370  1.982  -1.570
H  0.530  -2.789  1.311
H  1.455  -1.338  1.933
H  2.030  -0.615  -0.392
H  0.952  -1.906  -1.084

Force components x, y, z for each atom (eV/Å):
C -0.142 -0.030 0.065
C 0.038 0.055 0.048
N 0.350 0.132 0.198
C -0.155 -0.087 -0.206
C 0.014 -0.111 0.041
C -0.099 -0.097 0.216
C -0.029 0.121 -0.166
H 0.011 -0.084 -0.103
H 0.140 -0.094 0.062
H 0.184 0.126 -0.056
H -0.014 -0.012 -0.104
H -0.104 0.115 -0.044
H 0.046 0.033 -0.126
H -0.105 -0.153 -0.012
H -0.173 0.011 0.107
H 0.038 0.076 0.079

## Properties
- Energy above the lowest of the compared OMol25 structures with the same formula, charge and spin: 291.8 kJ/mol
- Total charge: 0
- Largest force on an atom: 0.4 eV Å⁻¹
- SMILES: C=NCC=C1CC1
- Frontier orbital gap: 10.2 eV

Computed Mulliken charges, given in elementary charges: -0.50, -0.35, -0.44, -0.43, 0.18, -0.53, -0.44, 0.30, 0.35, 0.35, 0.30, 0.34, 0.24, 0.19, 0.23, 0.19

Record 3
Molecular formula: N2O6Si
Method: DFT, the ωB97M-V functional and the def2-TZVPD basis

CARTESIAN COORDINATES (ANGSTROEM)
N  -7.341  0.318  0.197
N  11.243  -0.039  -0.041
O  -8.062  -0.414  0.657
O  10.218  -0.149  0.395
O  -7.262  1.381  -0.150
O  -5.954  -0.396  -0.042
O  -3.012  -1.013  -0.352
O  12.234  0.088  -0.493
Si  -4.435  -0.729  -0.093

Force components x, y, z for each atom (eV/Å):
N -2.096 0.684 0.665
N -2.351 -0.124 0.808
O -1.305 -2.184 1.021
O 0.703 -0.007 -0.169
O 0.584 3.134 -1.210
O 4.142 -1.985 -0.346
O 1.185 -0.276 -0.009
O 1.697 0.132 -0.640
Si -2.559 0.625 -0.120

## Properties
- Energy above the lowest of the compared OMol25 structures with the same formula, charge and spin: 67.0 kJ/mol
- Total charge: +2
- Largest force on an atom: 4.6 eV Å⁻¹
- Frontier orbital gap: 10.3 eV

Computed Mulliken charges, given in elementary charges: 1.30, 1.36, -0.31, -0.19, -0.32, -0.15, -0.50, -0.17, 0.98

Record 4
Molecular formula: C30H43IN3O5PS
Method: DFT, the ωB97M-V functional and the def2-TZVPD basis

CARTESIAN COORDINATES (ANGSTROEM)
C  3.099  4.059  -3.001
C  4.077  3.243  -4.042
C  5.035  2.112  -3.342
N  4.486  0.702  -3.364
C  3.004  0.660  -2.973
C  1.949  0.464  -4.251
N  2.369  0.289  -5.694
C  0.343  0.457  -3.856
C  -0.246  0.601  -2.328
C  -1.894  0.537  -2.069
C  -2.661  -0.520  -3.063
C  -3.560  -1.664  -2.255
C  -4.807  -0.834  -1.543
C  -5.883  -1.866  -0.817
C  -5.855  -1.579  0.799
C  -6.770  -0.269  1.247
C  -5.970  1.167  1.115
O  -6.730  2.332  1.601
C  -6.670  3.318  0.473
C  -5.361  4.263  0.153
O  -7.723  3.421  -0.369
C  0.835  0.789  -1.108
C  2.484  0.800  -1.389
N  3.518  0.929  -0.293
O  3.829  2.208  -0.014
C  3.175  0.124  0.941
C  4.367  -0.762  1.706
C  4.049  -1.669  3.069
C  5.301  -2.529  3.688
C  5.278  -4.037  3.004
C  4.002  -4.939  3.525
I  7.122  -5.167  3.367
C  2.552  -1.686  3.741
P  2.077  -2.638  5.328
O  3.222  -2.746  6.413
C  1.325  -0.816  3.009
C  -0.218  -0.767  3.591
C  -0.345  0.681  4.410
O  -1.173  1.668  4.045
C  1.672  0.029  1.637
S  0.307  0.999  0.716
H  1.963  3.732  -3.162
H  3.431  3.994  -1.879
H  3.136  5.201  -3.338
H  3.399  2.854  -4.913
H  4.800  4.056  -4.531
H  6.049  2.099  -3.969
H  5.320  2.497  -2.256
H  5.012  0.195  -2.595
H  3.068  0.997  -6.006
H  1.548  0.232  -6.338
H  -0.466  0.324  -4.719
H  -2.332  1.615  -2.323
H  -2.154  0.369  -0.920
H  -1.957  -1.121  -3.783
H  -3.435  0.090  -3.729
H  -2.891  -2.241  -1.476
H  -3.941  -2.419  -3.081
H  -4.320  -0.127  -0.728
H  -5.346  -0.244  -2.411
H  -5.458  -2.956  -1.011
H  -6.973  -1.782  -1.294
H  -6.252  -2.553  1.341
H  -4.722  -1.477  1.111
H  -7.131  -0.505  2.357
H  -7.675  -0.216  0.488
H  -5.797  1.342  -0.047
H  -4.921  1.025  1.625
H  -5.312  5.252  0.790
H  -5.414  4.570  -0.996
H  -4.330  3.699  0.282
H  4.850  2.206  0.029
H  5.442  -0.725  1.243
H  6.352  -2.058  3.376
H  5.315  -2.621  4.855
H  5.184  -3.929  1.821
H  4.129  -6.086  3.308
H  3.873  -4.811  4.691
H  3.033  -4.572  2.976
H  0.997  -1.868  5.960
H  1.465  -3.925  4.995
H  -0.466  -1.622  4.356
H  -1.011  -0.728  2.729
H  0.324  0.873  5.365

Force components x, y, z for each atom (eV/Å):
C -0.504 0.772 -0.901
C 0.253 0.922 0.165
C 0.932 1.418 -0.842
N -1.814 0.587 2.306
C -2.306 -0.276 0.133
C -1.994 0.643 3.448
N -0.890 0.899 2.592
C 1.889 0.356 2.297
C 3.469 -0.267 -0.510
C 0.560 0.894 -0.424
C -0.751 -0.731 -0.007
C 0.018 1.301 -0.491
C 0.194 -1.120 -0.425
C 0.929 0.163 0.125
C -0.240 -0.493 -0.375
C -0.074 -0.322 -0.181
C 0.725 -1.718 -1.310
O 1.197 1.399 -3.154
C -5.002 0.450 -3.862
C 0.477 -0.277 -0.529
O 6.761 -0.822 5.805
C 1.945 -0.572 -2.998
C -2.887 -0.218 -3.579
N -3.016 -4.513 -0.507
O 2.738 2.232 0.808
C -0.376 -2.974 4.214
C -4.049 0.269 0.989
C -1.840 1.932 -1.244
C 0.561 -0.418 -0.739
C -2.018 0.385 -0.740
C 0.045 0.134 0.210
I -0.680 0.661 -0.057
C 0.201 2.503 -4.002
P 3.074 0.711 2.836
O -2.960 0.002 -3.403
C 3.083 -0.152 -1.775
C 0.616 1.482 0.241
C -3.595 3.968 -1.588
O 4.969 -6.211 1.938
C 2.340 -1.218 0.676
S 1.991 -1.513 -0.970
H 2.570 0.509 0.711
H -0.741 -0.060 -2.268
H -0.095 -2.376 0.882
H 1.475 0.414 1.666
H -1.450 -1.880 1.063
H -2.129 -0.131 1.400
H -0.733 -0.762 -2.113
H -0.969 0.572 -1.242
H -0.896 -0.932 0.535
H 1.031 0.285 1.053
H 2.046 0.327 2.031
H 1.107 -2.227 0.595
H 0.873 0.092 -2.476
H -1.057 1.461 1.481
H 1.728 -1.326 1.325
H -1.387 1.166 -1.470
H 0.589 1.464 1.850
H -1.202 -1.289 -1.860
H 1.171 -0.893 1.915
H -1.103 2.179 0.434
H 2.414 -0.142 1.200
H 0.645 2.161 -0.967
H -2.205 -0.030 -0.511
H 0.649 0.961 -2.449
H 1.624 -0.152 1.871
H -0.157 -0.606 2.389
H -1.994 0.702 -0.722
H -0.388 -2.186 -1.079
H -0.218 -0.729 2.652
H -2.274 0.957 0.047
H -2.320 0.190 -0.133
H -2.245 -0.211 1.121
H -2.512 -0.722 0.528
H -0.480 0.242 -2.254
H 0.386 -0.200 2.646
H -0.104 2.360 0.293
H 0.329 -0.215 -2.307
H 1.811 -0.625 1.060
H 0.653 -0.643 -1.038
H 0.383 1.121 -0.080
H 0.627 1.623 -1.667
H 1.692 -0.135 1.586
H -1.114 -0.581 -1.871

## Properties
- Total charge: 0
- Largest force on an atom: 8.9 eV Å⁻¹
- SMILES: CCCNc1c(N)cc(CCCCCCCCOC(C)=O)c2c1N(O)c1cc(C[C@H](C)I)c([PH2]=O)c(CC=O)c1S2
- Frontier orbital gap: 6.7 eV

Computed Mulliken charges, given in elementary charges: -0.61, -0.33, -0.22, -0.33, -0.19, 0.24, -0.52, -0.74, 0.20, 0.02, -0.50, -0.75, 0.15, -0.62, -0.42, -0.56, -0.06, -0.37, 0.65, -0.71, -0.54, 0.38, -0.61, 0.45, -0.45, 0.01, -0.74, 0.31, -0.91, -0.38, -0.85, 0.03, 0.17, 0.28, -0.64, -0.01, -0.47, 0.21, -0.48, 0.18, -0.24, 0.12, 0.10, 0.31, 0.02, 0.40, 0.33, 0.01, 0.38, 0.28, 0.28, 0.09, 0.24, 0.04, 0.34, 0.24, 0.23, 0.33, -0.32, 0.28, 0.32, 0.28, 0.33, 0.13, 0.26, 0.22, 0.20, 0.15, 0.30, 0.28, 0.20, 0.35, 0.22, 0.40, 0.38, 0.38, 0.38, 0.21, 0.23, 0.11, 0.13, 0.36, 0.20, 0.25

Record 5
Molecular formula: C15H41I2N6O5P2S
Method: DFT, the ωB97M-V functional and the def2-TZVPD basis

CARTESIAN COORDINATES (ANGSTROEM)
C  -0.119  6.304  3.309
C  0.680  5.874  2.081
I  2.397  7.126  1.721
C  1.103  4.392  2.125
I  -0.602  3.247  1.499
S  1.697  3.856  3.767
O  2.441  4.933  4.382
O  2.468  2.647  3.529
O  0.485  3.542  4.501
H  -0.726  7.166  3.024
H  -0.820  5.506  3.547
H  0.494  6.551  4.167
H  0.031  6.010  1.223
H  1.884  4.212  1.395
O  2.395  -1.980  -0.263
P  2.178  -2.594  1.102
N  0.486  -2.965  0.939
C  -0.679  -2.430  1.603
C  0.150  -3.959  -0.060
N  2.628  -1.236  2.042
C  1.786  -0.502  2.987
C  3.540  -0.297  1.382
N  2.404  -3.679  2.480
C  3.066  -4.937  2.141
C  1.464  -3.886  3.549
H  -1.217  -3.216  2.155
H  -1.380  -1.992  0.879
H  -0.440  -1.647  2.316
H  0.149  -4.976  0.362
H  0.864  -3.940  -0.888
H  -0.836  -3.771  -0.492
H  0.817  -0.220  2.569
H  2.258  0.431  3.292
H  1.657  -1.042  3.929
H  3.009  0.423  0.749
H  4.268  -0.818  0.764
H  4.101  0.259  2.133
H  2.368  -5.664  1.696
H  3.516  -5.394  3.027
H  3.872  -4.764  1.420
H  0.739  -4.686  3.325
H  0.898  -2.998  3.811
H  2.022  -4.174  4.444
O  -2.389  1.777  -1.573
P  -2.400  0.587  -2.493
N  -0.707  0.263  -2.530
C  0.271  0.374  -3.585
C  -0.121  -0.170  -1.267
N  -3.108  1.388  -3.859
C  -2.508  1.564  -5.171
C  -3.919  2.560  -3.531
N  -2.855  -0.992  -3.133
C  -3.369  -1.915  -2.120
C  -2.150  -1.719  -4.154
H  0.729  -0.602  -3.802
H  1.076  1.064  -3.304
H  -0.146  0.745  -4.517
H  -0.148  -1.262  -1.162
H  -0.652  0.265  -0.417
H  0.918  0.150  -1.179
H  -1.490  1.964  -5.131
H  -3.088  2.276  -5.760
H  -2.534  0.647  -5.765
H  -3.315  3.468  -3.412
H  -4.480  2.410  -2.612
H  -4.653  2.735  -4.321
H  -2.557  -2.389  -1.548
H  -3.971  -2.704  -2.579
H  -4.012  -1.387  -1.411
H  -1.357  -2.361  -3.742
H  -1.694  -1.084  -4.908
H  -2.868  -2.358  -4.678

Force components x, y, z for each atom (eV/Å):
C -0.304 0.541 -0.584
C -0.376 -0.651 0.565
I -0.126 0.055 -0.015
C 0.279 0.862 0.014
I 0.237 -0.150 -0.101
S -0.455 -1.574 1.502
O 0.348 0.661 -0.738
O 0.510 0.115 -0.793
O -0.649 0.280 0.011
H 0.121 0.176 0.136
H 0.108 -0.123 0.232
H 0.077 -0.204 0.082
H 0.305 0.133 -0.313
H -0.011 -0.232 -0.042
O 2.165 -3.168 -0.330
P -4.285 4.402 2.789
N -0.199 0.358 -0.073
C 0.016 -0.026 0.293
C 0.481 -0.194 0.008
N 0.171 0.439 -0.267
C -0.090 -0.329 0.646
C 0.005 0.074 -0.449
N 2.709 -1.608 -1.928
C 0.029 0.093 -0.097
C -0.813 0.108 -0.235
H -0.058 0.031 -0.014
H 0.024 -0.027 -0.031
H 0.109 -0.061 -0.025
H -0.160 -0.028 -0.090
H 0.023 0.025 0.033
H -0.038 0.090 0.083
H 0.038 0.055 0.047
H 0.138 0.024 -0.273
H -0.246 -0.167 -0.106
H 0.066 0.030 0.001
H -0.087 -0.037 -0.046
H -0.210 -0.019 0.167
H 0.066 -0.102 0.076
H -0.049 0.033 0.028
H -0.033 0.004 0.024
H 0.005 0.029 -0.024
H 0.046 0.112 -0.156
H 0.106 -0.036 -0.088
O -2.081 -2.335 2.159
P 3.872 2.077 -5.016
N 0.027 0.336 -0.235
C -0.071 -0.125 -0.235
C -0.504 -0.174 0.248
N -0.233 0.501 -0.173
C 0.033 -0.461 -0.243
C 0.137 0.216 0.296
N -2.344 -0.282 2.918
C -0.025 0.108 0.054
C 0.809 0.150 -0.023
H 0.070 0.036 -0.007
H -0.011 -0.021 0.059
H -0.090 -0.071 0.073
H 0.206 -0.008 0.022
H -0.009 0.054 -0.040
H 0.019 0.011 -0.115
H -0.033 -0.003 -0.082
H -0.140 0.058 0.202
H 0.272 -0.081 0.086
H -0.065 0.027 0.061
H 0.095 0.011 0.045
H 0.112 -0.139 -0.136
H -0.059 -0.111 0.001
H 0.040 0.017 -0.052
H 0.034 -0.008 -0.023
H 0.016 0.049 0.009
H 0.008 0.165 0.105
H -0.079 0.011 0.118

## Properties
- Total charge: -1
- Largest force on an atom: 6.7 eV Å⁻¹
- Frontier orbital gap: 7.4 eV

Computed Mulliken charges, given in elementary charges: -1.23, -0.45, 0.00, -0.95, 0.07, 1.26, -0.66, -0.66, -0.71, 0.40, 0.34, 0.36, 0.56, 0.61, -0.77, 0.67, 0.42, -0.82, -1.29, 0.16, -0.59, -0.95, 0.19, -1.02, -0.99, 0.36, 0.04, 0.23, 0.29, 0.35, 0.26, 0.10, 0.34, 0.14, 0.23, 0.35, 0.41, 0.30, 0.34, 0.31, 0.30, 0.29, 0.36, -0.70, 0.76, 0.34, -1.03, -1.32, 0.16, -1.01, -1.08, 0.09, -0.88, -0.95, 0.34, 0.29, 0.27, 0.49, 0.17, 0.33, 0.30, 0.40, 0.26, 0.33, 0.33, 0.40, 0.13, 0.38, 0.33, 0.24, 0.30, 0.36

Record 6
Molecular formula: C3H4ClNO
Method: DFT, the ωB97M-V functional and the def2-TZVPD basis

CARTESIAN COORDINATES (ANGSTROEM)
C  -1.532  1.742  0.327
C  -2.205  0.759  0.270
C  2.054  -0.928  -0.293
N  0.800  -0.596  -0.066
O  -0.117  -1.391  0.318
Cl  -3.332  -0.462  0.075
H  -1.171  2.539  0.859
H  2.572  -0.100  -0.627
H  2.468  -1.891  -0.446
H  0.464  0.328  -0.418

Force components x, y, z for each atom (eV/Å):
C -0.299 -0.657 0.091
C -1.714 -1.753 -0.632
C -2.117 1.227 -0.112
N 0.093 -2.303 -0.615
O 0.451 0.759 -0.194
Cl 0.997 0.746 0.079
H 1.085 1.693 0.432
H 1.376 1.413 -0.654
H -0.270 -0.923 0.723
H 0.397 -0.201 0.883

## Properties
- Energy above the lowest of the compared OMol25 structures with the same formula, charge and spin: 522.1 kJ/mol
- Total charge: 0
- Largest force on an atom: 2.5 eV Å⁻¹
- SMILES: C=[NH+][O-].C#CCl
- Frontier orbital gap (spin up / spin down): 9.7 / 9.7 eV

Computed Mulliken charges, given in elementary charges: -0.42, 0.18, -0.42, 0.20, -0.55, -0.10, 0.34, 0.25, 0.28, 0.23